Density functional theory data (the ωB97M-V functional and the def2-TZVPD basis) for a 2-piece molecular cluster, C5H7Cl2N overall.

Its HOMO-LUMO gap (spin up / spin down) is 6.75 / 6.65 eV. The calculation puts the electronic energy at -1169.6396 hartree. The expectation value of S² is 2.008. As for the LUMO energy (spin up / spin down): 0.77 / -2.16 eV.

Structure (ORCA input):
```
! wB97M-V def2-TZVPD RIJCOSX def2/J DEFGRID3
* xyz 0 3
Cl -0.417 1.198 2.687
Cl 2.191 -1.063 0.172
N -0.778 2.288 -3.344
C 0.644 0.672 1.446
C 0.124 0.195 -2.244
C 1.301 -0.544 1.539
C -0.381 1.279 -2.822
C 0.968 -1.718 2.514
H -1.523 2.847 -2.967
H 0.900 0.248 -1.475
H 0.917 1.477 0.767
H 0.121 -0.779 -2.805
H 1.696 -2.532 2.659
H 0.018 -2.112 2.225
H 0.768 -1.313 3.455
*
```

Density functional theory data (the ωB97M-V functional and the def2-TZVPD basis) for a 3-piece molecular cluster, C2H3N4O overall.

Its HOMO-LUMO gap is 10.63 eV. The calculation puts the electronic energy at -371.8850 hartree. The energy above the lowest of the compared OMol25 structures with the same formula, charge and spin comes out at 3.240 eV. As for the LUMO energy: -4.58 eV.

Structure (ORCA input):
```
! wB97M-V def2-TZVPD RIJCOSX def2/J DEFGRID3
* xyz 1 1
O 0.304 1.529 0.289
N -4.759 1.441 0.096
N -4.032 0.693 -0.294
N 1.363 1.136 -0.010
N -1.088 -0.551 0.297
C 2.484 0.898 -0.092
C -1.813 -1.417 0.153
H -0.655 0.470 0.358
H 3.512 0.585 -0.056
H -2.262 -2.413 0.069
*
```

Density functional theory data (the ωB97M-V functional and the def2-TZVPD basis) for the molecule C5H7N.

Its HOMO-LUMO gap is 7.33 eV. The calculation puts the electronic energy at -249.2815 hartree. The energy above the lowest of the compared OMol25 structures with the same formula, charge and spin comes out at 5.218 eV. As for the LUMO energy: -0.33 eV.

Structure (ORCA input):
```
! wB97M-V def2-TZVPD RIJCOSX def2/J DEFGRID3
* xyz 0 1
N 0.808 -0.072 -0.384
C 0.302 1.211 -0.760
C -0.523 -0.764 1.562
C 0.473 0.128 -1.780
C -0.684 0.493 2.150
C 0.220 -0.980 0.418
H 0.390 -2.004 0.083
H -1.414 0.373 2.979
H -0.991 -1.678 1.927
H 1.011 2.035 -0.739
H 1.288 0.160 -2.497
H -0.696 1.442 -0.401
H -0.430 -0.361 -2.140
*
```

Density functional theory data (the ωB97M-V functional and the def2-TZVPD basis) for a 2-piece molecular cluster, H4O2 overall.

As for the SMILES: O.O. Its HOMO-LUMO gap is 12.02 eV. The calculation puts the electronic energy at -152.8679 hartree. The energy above the lowest of the compared OMol25 structures with the same formula, charge and spin comes out at 0.190 eV. As for the LUMO energy: 0.77 eV.

Structure (ORCA input):
```
! wB97M-V def2-TZVPD RIJCOSX def2/J DEFGRID3
* xyz 0 1
O -1.659 -0.793 0.940
O 1.134 0.581 -0.688
H -0.861 -0.946 1.516
H 1.157 -0.186 -1.274
H -1.440 0.132 0.658
H 1.670 1.212 -1.152
*
```